Computed, not measured: a molecular structure, C40H43Ge2N4O2SSc in a non-equilibrium geometry, with ωB97M-V/def2-TZVPD.

Spin multiplicity: 1
Kohn-Sham gap in eV: 6.669
Highest occupied orbital energy in hartree: -0.2519
LUMO in eV: -0.19

Each line ends with the Löwdin charge.
Element x y z (Å)
C  4.17  -0.10  -2.41  -0.041
H  0.13  5.70  0.19  0.055
C  3.91  0.65  3.73  -0.183
O  0.08  -1.67  -1.58  -0.202
C  -4.52  0.62  4.60  -0.080
H  -2.06  2.51  2.30  0.099
C  -0.19  -2.93  -1.81  -0.358
N  2.05  0.39  -1.44  0.068
C  -1.88  3.88  -0.54  -0.309
H  0.80  -5.49  -3.82  0.101
C  1.29  3.73  -1.70  -0.313
C  -1.43  -4.97  -1.35  -0.048
C  -3.00  0.64  2.73  -0.144
H  1.25  -3.09  -3.38  0.113
S  -0.82  0.37  -3.93  1.099
C  0.50  7.26  3.15  -0.094
C  -2.77  1.99  2.94  -0.032
C  -1.96  -2.95  -0.04  -0.057
C  3.51  0.26  2.30  -0.410
H  1.16  1.31  4.98  0.055
N  1.86  -3.36  0.61  0.181
H  -3.22  0.39  -3.50  0.077
H  0.84  4.01  4.04  0.099
H  -0.12  -0.94  3.30  0.034
C  1.06  -2.60  0.97  -0.017
H  2.55  -3.99  0.27  0.105
H  0.84  6.25  5.02  0.101
N  -2.59  -1.26  1.33  0.100
H  3.82  -0.78  2.09  0.041
H  5.19  -0.44  -2.27  0.108
C  0.51  -3.63  -2.81  -0.016
H  2.09  3.00  -1.57  0.054
H  1.77  2.71  3.07  0.041
H  2.40  5.34  -0.72  0.064
Ge  1.56  0.40  1.91  0.819
H  -2.76  -3.51  0.45  0.133
C  -4.28  1.98  4.80  -0.087
N  -1.76  -1.75  0.33  -0.059
C  -2.27  0.64  -3.07  -0.363
C  -2.23  5.26  0.02  -0.160
H  3.30  0.14  4.47  0.048
C  -2.02  1.20  -1.85  -0.209
H  1.46  -1.02  4.04  0.050
H  1.95  0.94  -4.75  0.113
C  0.68  3.28  1.43  -0.285
Ge  -0.08  3.08  -0.41  1.049
O  -1.32  0.63  1.03  -0.220
C  0.31  0.72  4.62  -0.172
C  1.58  0.70  -2.65  -0.333
H  -2.20  -5.47  -0.77  0.112
H  -4.78  2.49  5.61  0.100
C  0.13  0.99  -2.65  -0.534
C  -0.63  1.44  -1.59  -0.355
C  -3.41  2.66  3.97  -0.072
C  0.58  4.67  2.01  -0.225
H  -3.22  3.72  4.13  0.104
C  0.74  -0.33  3.59  -0.380
H  1.21  5.91  -1.88  0.064
C  1.31  2.34  2.15  -0.239
H  -2.12  3.84  -1.61  0.070
C  0.29  7.08  1.79  -0.077
H  3.80  1.72  3.89  0.060
C  1.93  5.12  -1.67  -0.161
C  3.31  -0.01  -1.32  -0.101
H  2.70  5.18  -2.44  0.067
H  -1.96  5.37  1.07  0.059
H  0.49  8.25  3.59  0.099
H  0.86  3.55  -2.68  0.065
H  -0.41  1.42  4.19  0.046
C  0.73  4.87  3.39  -0.039
C  -0.73  -5.65  -2.32  -0.101
H  -4.04  -1.11  3.40  0.107
H  -2.50  3.14  -0.05  0.048
Sc  -0.01  -0.45  -0.06  0.695
H  -0.16  0.26  5.49  0.068
C  -1.18  -3.62  -1.08  -0.155
H  3.64  -0.25  -0.32  0.086
H  4.32  0.18  -4.53  0.112
H  4.96  0.40  3.94  0.060
H  0.09  7.94  1.16  0.107
C  0.25  -4.97  -3.05  -0.086
C  -3.88  -0.05  3.57  -0.025
C  0.32  5.81  1.24  -0.114
C  0.71  6.14  3.95  -0.082
H  -2.81  1.42  -1.15  0.107
C  3.68  0.24  -3.66  -0.045
H  -1.75  6.07  -0.53  0.068
C  2.37  0.65  -3.79  -0.015
H  -0.93  -6.70  -2.50  0.097
H  4.05  0.88  1.58  0.043
H  -5.20  0.08  5.25  0.100
C  -2.27  -0.04  1.63  -0.430
H  -3.31  5.42  -0.06  0.073